{"formula": "C4H9N2", "method": "wB97M-V/def2-TZVPD", "homo_lumo_gap_ev": 7.7, "homo_energy_ev": -12.68, "largest_force_ev_per_a": 5.2, "total_energy_ev": -7261.553, "total_charge": 1, "e_above_lowest_kcal_mol": 151.9, "symbols": ["C", "C", "C", "C", "N", "N", "H", "H", "H", "H", "H", "H", "H", "H", "H"], "positions_angstrom": [[1.117, 0.548, 1.196], [-0.175, 0.461, 1.444], [1.590, -0.157, -1.194], [-2.568, 0.356, 0.438], [2.355, -1.120, -1.570], [-1.074, 0.169, 0.537], [2.175, 0.668, 1.586], [-0.556, 0.761, 2.341], [0.870, 0.321, -1.950], [-3.030, 0.173, 1.356], [-2.677, 1.289, 0.021], [-2.808, -0.524, -0.306], [3.028, -1.421, -0.904], [2.395, -1.560, -2.523], [-0.644, 0.037, -0.471]], "mulliken_charge": [-0.760, 0.638, -0.339, -0.814, -0.195, -0.228, 0.337, 0.437, 0.311, 0.359, 0.333, 0.262, 0.278, 0.270, 0.111]}

---

{"formula": "C4H9N2O", "method": "wB97M-V/def2-TZVPD", "homo_lumo_gap_ev": [4.8, 8.6], "homo_energy_ev": [-3.83, -7.72], "largest_force_ev_per_a": 3.6, "total_energy_ev": -9318.578, "total_charge": 0, "multiplicity": 2, "e_above_lowest_kcal_mol": 33.4, "s2": 0.756, "symbols": ["C", "C", "C", "N", "C", "N", "H", "H", "H", "H", "H", "H", "H", "H", "H", "O"], "positions_angstrom": [[2.128, -0.905, -1.286], [1.112, -0.114, -0.602], [0.252, 0.799, -1.147], [-0.496, 1.383, -0.069], [-0.390, 0.521, 0.989], [0.735, -0.268, 0.757], [2.883, -0.220, -1.761], [1.850, -1.612, -2.078], [2.809, -1.499, -0.661], [0.127, 1.184, -2.145], [-1.292, 1.940, -0.282], [-0.861, 0.595, 2.009], [1.345, -0.816, 1.347], [-3.216, -0.321, 0.688], [-2.873, -1.810, 0.926], [-2.625, -0.899, 1.188]], "mulliken_spin": [-0.010, -0.038, 0.073, 0.212, 0.656, 0.137, 0.000, 0.000, 0.004, -0.002, -0.027, -0.016, -0.001, -0.008, -0.011, 0.030]}

---

{"formula": "C4H9N2O", "method": "wB97M-V/def2-TZVPD", "homo_lumo_gap_ev": 10.4, "homo_energy_ev": -13.60, "largest_force_ev_per_a": 4.1, "total_energy_ev": -9314.920, "total_charge": 1, "e_above_lowest_kcal_mol": 25.3, "symbols": ["C", "C", "C", "N", "C", "N", "H", "H", "H", "H", "H", "H", "H", "H", "H", "O"], "positions_angstrom": [[1.335, -0.386, 1.558], [0.136, -0.276, 0.686], [0.086, -1.015, -0.503], [-1.224, -1.005, -0.919], [-1.939, -0.238, -0.062], [-1.108, 0.228, 0.859], [1.398, 0.435, 2.252], [2.229, -0.223, 1.007], [1.548, -1.281, 2.018], [0.864, -1.394, -1.131], [-1.614, -1.336, -1.841], [-3.071, -0.223, 0.010], [-1.300, 0.936, 1.616], [0.666, 2.563, -1.422], [1.393, 1.522, -2.277], [0.601, 1.693, -1.851]], "mulliken_charge": [-1.325, 0.662, -0.501, -0.041, -0.228, -0.040, 0.371, 0.392, 0.328, 0.421, 0.300, 0.358, 0.299, 0.313, 0.305, -0.615]}

---

{"formula": "C4H9N2O", "method": "wB97M-V/def2-TZVPD", "homo_lumo_gap_ev": 10.8, "homo_energy_ev": -13.76, "largest_force_ev_per_a": 4.2, "total_energy_ev": -9312.937, "total_charge": 1, "e_above_lowest_kcal_mol": 71.0, "smiles": "C[N@@H+]1C=CN[C@H]1O", "symbols": ["C", "C", "C", "C", "N", "N", "O", "H", "H", "H", "H", "H", "H", "H", "H", "H"], "positions_angstrom": [[0.587, 1.626, 0.215], [-0.426, 1.010, 0.724], [1.008, -0.527, -0.432], [-1.810, -0.760, -0.273], [1.503, 0.753, -0.419], [-0.575, -0.352, 0.438], [1.800, -1.411, 0.277], [0.792, 2.725, 0.101], [-1.102, 1.569, 1.267], [0.598, -1.067, -1.241], [-2.548, 0.089, -0.380], [-1.535, -0.968, -1.325], [-2.444, -1.686, 0.059], [2.201, 0.937, -1.097], [-0.492, -0.994, 1.256], [2.439, -0.944, 0.830]], "mulliken_charge": [-0.276, -0.549, 0.133, -0.723, -0.219, -0.007, -0.478, 0.395, 0.514, 0.373, 0.313, 0.267, 0.320, 0.217, 0.350, 0.371]}